Formula: C15H36F2N4O3P
Source: the Open Molecules 2025 dataset
Level of theory: wB97M-V/def2-TZVPD

Values from the calculation:
**HOMO level**: -2.04 eV
**Energy**: -42964.1424 eV
**Charge**: -1
**Frontier orbital gap**: 4.5 eV

Geometry (Å):
P -1.938 -2.486 0.554
F 4.021 0.169 -1.338
F 3.238 2.290 -3.076
O 1.766 3.929 2.293
O -1.906 -2.781 -0.896
O 0.978 2.165 -3.346
N 1.256 4.304 -1.347
N -1.967 -4.100 1.232
N -0.472 -1.737 0.901
N -2.941 -1.767 1.780
C -0.116 2.575 -2.585
C 1.406 3.614 -0.083
C 1.125 4.497 1.140
C -3.273 -2.490 2.994
C 3.413 -0.543 -2.381
C 0.155 -1.689 2.204
C -2.664 -5.038 0.356
C -0.732 -4.711 1.704
C 0.023 4.008 -2.063
C -0.289 -0.468 0.193
C 2.055 1.625 -2.537
C -4.151 -1.150 1.207
C 2.997 -1.872 -1.775
C 1.675 5.905 0.982
C 2.214 0.190 -3.005
H -2.380 -2.741 3.565
H -0.586 -0.559 -0.851
H 4.189 -0.675 -3.136
H -3.884 -0.504 0.368
H 1.758 6.334 1.984
H -0.882 0.341 0.647
H -3.866 -1.818 3.621
H 0.044 4.571 1.311
H 2.011 3.026 2.058
H 1.190 -1.366 2.080
H -4.649 -0.525 1.950
H 2.052 4.104 -1.938
H 2.665 5.893 0.530
H -0.898 -5.778 1.865
H -0.358 1.879 -1.774
H -3.550 -4.583 -0.084
H 0.105 -4.595 1.004
H -4.872 -1.894 0.845
H 1.302 -0.357 -2.762
H -2.988 -5.901 0.943
H -2.035 -5.394 -0.468
H 3.868 -2.508 -1.604
H -0.028 4.697 -2.910
H -0.992 2.561 -3.249
H -0.337 -0.985 2.894
H 0.760 -0.172 0.194
H 2.301 -2.395 -2.428
H -0.815 4.247 -1.397
H 2.318 0.192 -4.108
H 0.194 -2.662 2.681
H -0.439 -4.320 2.678
H 2.537 -1.654 -0.812
H -3.856 -3.400 2.825
H 2.444 3.278 -0.003
H 0.810 2.698 -0.029
H 0.995 6.525 0.403